{
  "formula": "C33H70N2O11",
  "method": "ωB97M-V with the def2-TZVPD basis set",
  "symbols": ["O", "O", "O", "O", "O", "O", "O", "O", "O", "O", "O", "N", "N", "C", "C", "C", "C", "C", "C", "C", "C", "C", "C", "C", "C", "C", "C", "C", "C", "C", "C", "C", "C", "C", "C", "C", "C", "C", "C", "C", "C", "C", "C", "C", "C", "C", "H", "H", "H", "H", "H", "H", "H", "H", "H", "H", "H", "H", "H", "H", "H", "H", "H", "H", "H", "H", "H", "H", "H", "H", "H", "H", "H", "H", "H", "H", "H", "H", "H", "H", "H", "H", "H", "H", "H", "H", "H", "H", "H", "H", "H", "H", "H", "H", "H", "H", "H", "H", "H", "H", "H", "H", "H", "H", "H", "H", "H", "H", "H", "H", "H", "H", "H", "H", "H", "H"],
  "positions_angstrom": [[0.01337, 1.30553, -4.69666], [0.78637, 1.03553, -1.86166], [-0.30663, -0.68847, -1.02566], [1.76437, -1.67447, 2.52734], [3.56237, -0.74047, -2.37466], [1.84037, 2.84653, 2.69834], [-1.30563, 6.20653, -2.31066], [-3.55763, -3.28747, 2.88534], [0.14537, -6.44447, -0.12666], [-4.48663, 1.93053, 1.94034], [-0.11463, 1.16753, 0.09334], [0.57737, -2.42647, -4.55066], [0.12337, 0.51353, -0.92866], [3.43937, 1.45953, -1.35666], [0.76337, -0.91847, 1.98934], [-1.52763, 4.05953, -1.16766], [2.54537, 4.92153, 1.80934], [0.70237, -6.59547, 1.14034], [3.05737, -0.87047, -0.99166], [0.63337, -2.85847, -6.02666], [1.05337, 4.68753, 1.59034], [-0.30863, -0.05047, -4.90066], [-1.48663, 5.22953, -0.18766], [3.05137, 3.46953, 2.17934], [-0.74363, -2.91747, -3.91866], [0.00737, -0.49947, 3.29134], [-4.50463, -2.89647, 2.00034], [-1.08963, 4.79953, -2.50966], [-4.49063, 1.80453, 3.33434], [-0.98763, 6.45153, -0.96566], [0.79337, -1.02047, -4.45366], [0.82637, -4.28447, 0.47334], [-2.19363, 2.44553, 2.65934], [-3.65063, -2.11147, 0.85534], [-3.26263, 2.54653, 3.79134], [-3.16763, 1.95153, 1.43834], [0.76837, -5.11347, 1.81234], [3.71437, 0.31753, -0.40066], [0.61737, -5.27747, -0.67166], [1.68737, -3.15347, -3.80766], [3.79037, 0.69653, -2.58066], [-2.29963, -3.24547, 2.31234], [1.09137, -0.34847, 4.38734], [-2.26463, -2.06347, 1.42734], [2.22437, -1.04247, 3.74334], [0.87137, 3.14153, 1.74134], [-0.95963, -3.81347, -4.06766], [0.82737, 5.16053, 0.60334], [0.81637, -0.81447, 5.26334], [2.84337, -1.58247, 4.55634], [-0.71163, -2.56047, -2.88066], [1.44237, -4.31347, -4.02266], [-1.93463, -1.06447, 1.91134], [0.93037, -0.95147, -3.28566], [-3.78263, 3.40153, 4.37734], [-5.07563, -3.71947, 1.55534], [0.11337, -3.60247, -6.24366], [-1.63063, -3.06447, 3.12634], [-0.09263, 2.92153, 1.90634], [-0.33163, -4.89147, 2.11934], [1.79537, -3.92947, 0.58334], [0.88537, 2.61353, 0.76634], [-1.98763, -4.21647, 1.94534], [0.39337, -2.36947, -6.83866], [0.25437, -7.37747, 1.87734], [-1.41263, 1.73253, 2.88034], [1.56637, -0.71047, -4.90266], [-3.77763, -2.27247, -0.12866], [3.21137, 2.91353, 1.21534], [-2.44363, 3.56953, -1.13066], [2.66237, 5.60353, 2.73534], [-4.43063, 0.63653, 3.38334], [-1.75463, -2.59847, -4.26366], [1.66337, -5.41547, -1.02366], [3.47337, 0.44553, 0.80034], [-2.78963, 1.95953, 4.65434], [-4.06663, -1.18247, 0.69534], [1.66537, -3.02547, -6.29566], [-5.44963, 1.94353, 3.74634], [-1.22563, -0.27047, -4.13466], [-1.51363, -2.14447, 0.51934], [0.13237, 6.51553, -0.90066], [-2.05363, 4.42253, -3.22566], [-0.09163, 4.73753, -3.01066], [-0.98363, 5.07053, 0.68834], [3.30837, -1.78447, -0.66766], [2.43837, 1.79453, -1.30966], [1.66037, -3.21047, -2.77766], [0.50337, 4.84353, 2.46434], [-0.57763, -1.48947, 3.65234], [2.83337, -0.24547, 3.33334], [1.77737, -4.83247, 2.25634], [3.79337, 3.19253, 2.96434], [1.94637, -0.74347, -0.97566], [-2.76863, 0.91553, 1.30634], [-0.84763, -0.27747, -5.80966], [3.00737, 5.41953, 0.89134], [1.89137, -6.93647, 1.19934], [3.98937, 2.16353, -1.15266], [3.08237, 1.01253, -3.20266], [0.23737, -3.41147, 0.09034], [-0.67963, 0.17653, 3.26534], [1.24537, 0.65353, 4.51434], [-1.45163, 7.33953, -0.54166], [-2.99063, 2.37953, 0.55734], [-5.16663, -2.27747, 2.46934], [-0.91463, 3.31653, -0.82466], [-2.63163, 5.45153, 0.01334], [2.62237, -2.87447, -4.15866], [4.69837, 0.75153, -2.98066], [4.74337, 0.03853, -0.59566], [1.36137, -0.10647, 1.62634], [0.02537, -1.28547, 1.25834], [-1.83263, 3.35253, 2.37834], [-0.11963, -4.97247, -1.36766], [-0.06263, 1.43053, -3.73766]],
  "homo_energy_ev": -8.78,
  "largest_force_ev_per_a": 9.8,
  "e_above_lowest_kj_mol": 351.86,
  "lumo_energy_ev": -0.3
}



{
  "formula": "C4H11NO2S",
  "method": "ωB97M-V with the def2-TZVPD basis set",
  "symbols": ["S", "O", "O", "N", "C", "C", "C", "C", "H", "H", "H", "H", "H", "H", "H", "H", "H", "H", "H"],
  "positions_angstrom": [[-2.40433, 0.13350, 1.28926], [-1.10151, 0.15486, -3.19982], [0.48482, 1.38296, -0.92907], [0.65565, -0.33207, 0.57465], [2.12601, 1.50912, 0.78472], [-1.65673, -1.39302, 0.70616], [0.94930, 0.92870, 0.08698], [-0.29188, -1.20112, -0.06269], [2.81089, 0.78837, 1.23513], [-1.38619, 1.02422, 1.41062], [2.77885, 2.10837, 0.14314], [1.98423, 2.23324, 1.59760], [-2.35117, -1.82525, -0.00823], [1.01322, -0.67902, 1.45070], [-0.50432, -0.80221, -1.04246], [-1.55541, -0.17092, -2.39703], [0.08494, -2.19835, -0.31406], [-0.25309, 0.42766, -2.82580], [-1.38330, -2.08905, 1.50020]],
  "smiles": "CC(=O)NCCS.O",
  "homo_energy_ev": -9.24,
  "largest_force_ev_per_a": 2.7,
  "e_above_lowest_kj_mol": 63.94,
  "lumo_energy_ev": 0.5
}



{
  "formula": "C47H97N6O4Si",
  "method": "ωB97M-V with the def2-TZVPD basis set",
  "symbols": ["Si", "O", "O", "O", "O", "N", "N", "N", "N", "N", "N", "C", "C", "C", "C", "C", "C", "C", "C", "C", "C", "C", "C", "C", "C", "C", "C", "C", "C", "C", "C", "C", "C", "C", "C", "C", "C", "C", "C", "C", "C", "C", "C", "C", "C", "C", "C", "C", "C", "C", "C", "C", "C", "C", "C", "C", "C", "C", "H", "H", "H", "H", "H", "H", "H", "H", "H", "H", "H", "H", "H", "H", "H", "H", "H", "H", "H", "H", "H", "H", "H", "H", "H", "H", "H", "H", "H", "H", "H", "H", "H", "H", "H", "H", "H", "H", "H", "H", "H", "H", "H", "H", "H", "H", "H", "H", "H", "H", "H", "H", "H", "H", "H", "H", "H", "H", "H", "H", "H", "H", "H", "H", "H", "H", "H", "H", "H", "H", "H", "H", "H", "H", "H", "H", "H", "H", "H", "H", "H", "H", "H", "H", "H", "H", "H", "H", "H", "H", "H", "H", "H", "H", "H", "H", "H"],
  "positions_angstrom": [[-0.47714, -1.30325, -1.16917], [-7.66069, 4.06556, 7.65433], [-0.56931, -8.00892, -7.24173], [-5.61189, 1.76260, 4.85080], [-1.46998, 6.04536, 1.68923], [-8.86928, 4.65401, 10.21038], [-3.02234, 1.72061, 3.59349], [2.81622, -3.37851, -4.51654], [-1.39635, 3.39239, 0.59322], [0.87274, -7.70641, -4.76724], [1.18910, -0.52467, -0.93138], [1.18768, 1.93445, -1.82721], [6.21303, -2.65796, -2.00074], [4.50690, 3.03716, -3.12867], [-6.37657, 3.47299, 7.73314], [5.29358, -3.18099, -4.36052], [-8.72178, 3.27086, 8.14763], [2.22034, -0.23109, 1.11655], [-2.55216, 4.25950, 0.34892], [-4.09679, 0.83565, 3.12003], [-7.85267, 2.45429, 10.41685], [-1.05511, -9.31626, -7.48846], [-1.14093, 7.07673, 0.77459], [1.30681, 0.95333, -0.65115], [-8.88974, 3.29087, 9.67347], [-1.07448, -9.08128, -4.26545], [-4.65112, 1.40366, 1.82002], [3.44859, 2.93421, -2.33751], [2.54663, 1.40903, -3.77044], [-0.59304, -7.72503, -4.77257], [-0.66739, -1.64879, -3.00618], [3.95663, -3.08283, -3.66995], [4.62074, 2.01005, 2.22089], [3.16408, 2.02744, 2.65876], [2.21520, 2.16917, 1.48328], [2.45764, 1.12054, 0.37828], [4.59827, 2.32800, -4.24718], [-5.15883, 0.59521, 4.20124], [3.42681, 3.81313, -1.13006], [-1.16001, -7.34186, -6.14740], [6.26134, -1.03588, -0.03632], [2.74313, -3.37841, -5.85107], [0.80275, -3.85251, -5.06741], [6.49384, 0.43850, 0.23960], [-0.68025, -2.93660, -0.29679], [2.43456, 2.10204, -2.64192], [1.58522, -3.68113, -4.04855], [5.78113, -1.27957, -1.47195], [5.30852, 0.66080, 2.35506], [1.52785, -3.65817, -6.25276], [3.59787, 1.52499, -4.55537], [-6.59599, 2.50145, 4.14077], [-2.67085, 5.35437, 1.41532], [6.69928, 0.66799, 1.74400], [-1.89566, -0.20191, -0.67502], [2.16880, -1.19380, -0.05221], [6.46695, -2.66465, -3.50727], [-2.47714, 4.79516, -1.07872], [4.76126, 2.40036, 1.21955], [-2.25279, -7.45536, -6.17334], [-6.88730, 2.95517, 10.47895], [-0.94353, -6.97104, -4.06004], [-3.65476, -0.13843, 2.88649], [5.60457, 0.98179, -0.06197], [-3.91748, 1.28377, 1.02073], [5.43114, 2.41901, -4.90612], [-1.75503, 0.76665, -1.13919], [7.19162, -0.22191, 2.11060], [-9.62964, 5.18623, 9.79719], [1.31984, -3.75707, -3.02005], [-2.86443, -0.63925, -0.84348], [-0.78247, -2.77887, 0.77141], [3.00055, 2.88779, 3.28838], [5.17105, 2.67141, 2.87265], [-7.26496, 1.85059, 3.57169], [-6.11886, 3.22468, 3.47487], [-3.21343, 5.58222, -1.24595], [-0.49299, -10.05880, -6.91749], [7.23607, 1.57340, 1.97662], [-1.60000, -3.36926, -0.65764], [-5.90583, 3.69790, 8.69323], [-1.51557, 2.96060, 1.51023], [6.19952, -0.50106, -2.09626], [5.27347, -2.62353, -5.27809], [3.55805, -3.14907, -6.49326], [7.15440, -2.86135, -1.51149], [5.49009, -1.45271, 0.59836], [-0.58253, 3.99240, 0.70970], [2.89647, 1.18437, 3.27686], [0.46294, 1.22318, -0.02733], [-0.77431, -0.70819, -3.52785], [-2.03291, 7.58581, 0.40047], [6.70433, -1.65987, -3.82292], [7.19037, -1.57131, 0.10028], [-3.46238, 2.55550, 3.97267], [-5.56310, 0.88806, 1.51447], [3.88939, -3.70709, -2.79328], [-0.55662, 6.68811, -0.06361], [-0.56056, -9.90880, -4.75212], [1.63013, -0.61438, -1.85377], [3.66963, 0.98718, -5.47243], [-8.03246, 5.11026, 9.85777], [4.70072, -1.19996, -1.53914], [3.85377, -2.05506, -3.33685], [-0.52154, 7.80012, 1.30237], [2.43170, 4.17040, -0.91509], [2.21168, 3.18708, 1.12862], [-1.57634, -2.21752, -3.08557], [0.12675, -3.63490, -0.45085], [0.17963, -2.22002, -3.36215], [2.89859, -0.48346, 1.90562], [5.32372, 0.42844, 3.41142], [7.33018, -3.26991, -3.73756], [-3.47542, 6.06059, 1.17312], [0.44051, 1.52328, -2.49832], [1.86412, -2.14182, 0.37417], [-2.14791, -9.20443, -4.42223], [-0.23954, -4.08551, -5.12200], [-8.18231, 2.27181, 11.43877], [-6.41582, 2.39223, 7.57396], [-9.62737, 3.69437, 7.70565], [1.21118, 1.98621, 1.84738], [3.12769, -1.40749, -0.49560], [-1.81172, -0.02544, 0.39267], [5.44632, -4.21667, -4.64314], [-2.67976, 3.99456, -1.79136], [5.30452, 3.71203, -2.90277], [1.18693, -3.70173, -7.25680], [-4.70431, -0.01424, 4.98697], [5.52812, -3.43268, -1.69079], [1.18384, -8.27426, -5.55070], [-7.70631, 1.48549, 9.93480], [4.14697, 4.60544, -1.22802], [1.77543, 0.73729, -4.09613], [-8.63693, 2.24231, 7.76999], [-1.49138, 5.19365, -1.31903], [-7.18471, 3.06031, 4.86775], [-4.87126, 2.46835, 1.88939], [-9.87063, 2.85834, 9.89015], [3.45234, 1.08202, -0.03650], [-6.00626, 0.01919, 3.80722], [4.79065, -0.15128, 1.86372], [-3.45354, 3.64599, 0.41487], [7.33748, 0.81006, -0.32210], [-0.95013, -6.28119, -6.31068], [-2.57405, 1.29540, 4.40019], [0.75993, 2.85789, -1.48190], [-0.90562, -9.52947, -8.54591], [1.20684, -0.22001, 1.50171], [-2.12125, -9.40143, -7.26040], [-0.88160, -9.17175, -3.19676], [-5.75768, 3.91653, 6.95349], [1.18806, -6.76853, -5.00569], [3.73798, 3.21545, -0.28783], [-2.94801, 4.87324, 2.35745]],
  "homo_energy_ev": -10.26,
  "largest_force_ev_per_a": 5.2,
  "total_charge": 1,
  "lumo_energy_ev": -1.9
}